No. 1
A 10-piece molecular cluster, C23H70N4O11 overall. Source: the Open Molecules 2025 dataset; level of theory: ωB97M-V with the def2-TZVPD basis set.

CARTESIAN COORDINATES (ANGSTROEM)
C  -5.86063  1.66061  -2.87055
O  -5.89789  1.87677  -1.49505
C  -4.59037  2.19423  -0.98895
C  -4.68878  2.26262  0.50621
C  -5.62877  3.32305  1.08533
N  -3.32418  2.48598  1.03358
H  -6.83177  1.34012  -3.23334
H  -5.06407  0.96013  -3.17235
H  -5.57154  2.57381  -3.42318
H  -3.92141  1.39775  -1.34096
H  -4.26728  3.12020  -1.48348
H  -5.03909  1.28030  0.85546
H  -5.07348  4.25588  1.20618
H  -5.97794  3.00014  2.06200
H  -6.43362  3.51303  0.37550
H  -2.80246  1.61970  0.89155
H  -3.33039  2.69014  2.02441
C  2.62213  1.40700  1.23568
O  1.76211  0.26372  1.24326
C  0.77550  0.35629  0.17589
C  -0.50716  -0.42419  0.40928
C  -1.35263  -0.52379  -0.86631
N  -1.43132  0.10532  1.43749
H  2.08322  2.31026  1.52096
H  3.13708  1.50695  0.27315
H  3.44000  1.20703  1.93073
H  0.47081  1.38853  -0.03932
H  1.25057  -0.06668  -0.71316
H  -0.26043  -1.46000  0.69107
H  -0.83712  -1.00109  -1.70521
H  -1.68450  0.48322  -1.11503
H  -2.15993  -1.22187  -0.63869
H  -0.90977  0.55652  2.17684
H  -1.91809  -0.68500  1.84762
C  5.20962  2.58880  -1.83831
O  4.89974  3.33435  -0.66137
C  5.28518  4.69053  -0.77073
C  4.85987  5.40510  0.49794
C  3.32967  5.34954  0.65073
N  5.40244  6.76664  0.54053
H  5.22130  3.21327  -2.73159
H  4.46116  1.80535  -1.87601
H  6.21978  2.19739  -1.68228
H  6.38030  4.70064  -0.83753
H  4.81110  5.20474  -1.61724
H  5.27421  4.84936  1.34632
H  3.04430  4.34833  0.97952
H  2.84515  5.56618  -0.30527
H  2.95371  6.04258  1.40462
H  5.29021  7.27951  -0.32795
H  4.86638  7.27884  1.23167
C  -4.19059  -5.14480  -4.36718
O  -2.80833  -5.20976  -4.14240
C  -2.38178  -4.61517  -2.91142
C  -0.97289  -5.09416  -2.58656
C  -0.38331  -4.16353  -1.52539
N  -0.03966  -5.11699  -3.72663
H  -4.52116  -4.11532  -4.56420
H  -4.73514  -5.60505  -3.53452
H  -4.41198  -5.69201  -5.28448
H  -2.39426  -3.52755  -3.08852
H  -3.09438  -4.93527  -2.14131
H  -1.07672  -6.09843  -2.16310
H  -1.01723  -4.23069  -0.63931
H  -0.32033  -3.12268  -1.85666
H  0.66346  -4.40752  -1.34342
H  -0.52801  -5.53769  -4.51623
H  0.14626  -4.14853  -3.97849
O  3.30630  -1.72686  -0.59752
C  4.51609  -1.08845  -1.01007
C  5.64060  -2.09469  -1.02442
O  5.50839  -2.96215  -2.13373
H  2.74619  -0.98572  -0.33718
H  4.48037  -0.47587  -1.91012
H  4.81065  -0.43404  -0.16937
H  5.68684  -2.61920  -0.06701
H  6.57388  -1.52708  -1.13456
H  6.33628  -3.11887  -2.58782
C  -3.62594  -2.89410  2.57378
O  -2.68278  -3.12026  1.55613
H  -3.18135  -2.42878  3.44730
H  -4.50225  -2.28993  2.28232
H  -4.13720  -3.83417  2.83482
H  -3.12247  -3.58286  0.83230
C  1.34251  4.27800  3.91360
O  0.51931  3.39211  4.65890
H  1.00313  4.41853  2.88099
H  1.34554  5.21800  4.46364
H  2.37840  3.90744  3.88546
H  0.59988  2.49383  4.27401
C  0.68804  -0.10277  4.69550
O  0.71864  0.84734  3.65271
H  -0.12413  0.16319  5.37276
H  0.45842  -1.10878  4.32837
H  1.62477  -0.15761  5.25241
H  0.99000  0.47313  2.77874
C  -5.13067  -2.49003  -1.67469
O  -4.79971  -3.31814  -0.56145
H  -5.42424  -3.08034  -2.55198
H  -6.06981  -1.96623  -1.45443
H  -4.37199  -1.77862  -1.97561
H  -5.61242  -3.79191  -0.36329
C  3.94366  -2.43104  2.69218
O  3.62433  -3.63884  2.02712
H  3.20709  -1.68838  2.35990
H  3.88038  -2.56477  3.76588
H  4.92729  -2.04558  2.40013
H  3.46308  -3.45817  1.09442

orbital gap: 9.13 eV
HOMO level: -8.8 eV
maximum force: 2.1 eV Å⁻¹
charge: 0
relative energy (zero: lowest compared OMol25 entry of this formula, charge and spin): 52.7 kJ/mol
SMILES: COC[C@H](C)N.COC[C@H](C)N.COC[C@H](C)N.COC[C@H](C)N.OCCO.CO.CO.CO.CO.CO


No. 2
C32H46O2PdS2Se as an isolated structure. Source: the Open Molecules 2025 dataset; level of theory: ωB97M-V with the def2-TZVPD basis set.

CARTESIAN COORDINATES (ANGSTROEM)
Pd  0.29640  -0.01100  -0.12380
C  -2.22780  4.07340  5.78120
C  -3.40060  3.47340  4.98900
C  -4.00540  2.29730  5.77040
C  -4.47670  4.55800  4.85990
C  -2.89300  2.96970  3.64260
C  -1.91410  1.98080  3.60530
C  -1.41760  1.52230  2.40660
Se  -0.15070  0.04000  2.42650
C  -1.50810  -1.35880  2.38220
C  -2.11770  -1.67950  3.57470
C  -3.15830  -2.59620  3.61610
C  -3.58550  -3.10490  2.38790
C  -3.00330  -2.81150  1.17320
C  -1.84080  -1.96520  1.12880
O  -1.15310  -1.79560  0.08540
C  -3.61540  -3.43290  -0.08510
C  -3.46720  -4.96230  -0.00670
C  -5.10980  -3.07010  -0.15860
C  -2.98640  -2.96270  -1.39930
C  -3.83040  -3.04240  4.90820
C  -5.32530  -2.69310  4.86690
C  -3.21910  -2.36740  6.13990
C  -3.66960  -4.56270  5.07100
C  -1.82080  2.03820  1.13320
O  -1.27120  1.68330  0.05520
C  -2.88570  2.99910  1.18840
C  -3.36390  3.42600  2.41410
C  -3.52050  3.59290  -0.07230
C  -3.26390  5.10980  -0.09560
C  -5.03680  3.33020  -0.04910
C  -2.99420  3.01310  -1.38840
H  -2.55950  4.43890  6.75590
H  -1.44730  3.33380  5.93680
H  -1.79720  4.90640  5.22750
H  -4.37700  2.62360  6.74420
H  -4.83120  1.86730  5.20610
H  -3.26560  1.51710  5.92600
H  -4.79530  4.88580  5.85200
H  -4.08930  5.42320  4.32470
H  -5.34870  4.17610  4.33250
H  -1.52550  1.54530  4.51910
H  -1.75900  -1.18410  4.46720
H  -4.43690  -3.77520  2.39580
H  -3.97880  -5.35970  0.86860
H  -3.88370  -5.43930  -0.89630
H  -2.41330  -5.22250  0.06480
H  -5.66000  -3.43400  0.70660
H  -5.22120  -1.98890  -0.20400
H  -5.56020  -3.50230  -1.05420
H  -1.93930  -3.23950  -1.45860
H  -3.52060  -3.41240  -2.24100
H  -3.03890  -1.88120  -1.48930
H  -5.44940  -1.62000  4.73520
H  -5.81790  -3.19520  4.03730
H  -5.81930  -2.99440  5.79320
H  -3.33170  -1.28810  6.07830
H  -3.72180  -2.71350  7.04480
H  -2.16140  -2.60600  6.22330
H  -4.12790  -5.09070  4.23780
H  -2.61290  -4.82390  5.09660
H  -4.13700  -4.90770  5.99610
H  -4.15680  4.16000  2.40990
H  -3.70080  5.59740  0.77440
H  -2.19200  5.29680  -0.09100
H  -3.68960  5.56170  -0.99400
H  -5.51480  3.78700  0.81520
H  -5.50630  3.73050  -0.94960
H  -5.21950  2.25810  -0.01280
H  -1.93250  3.20270  -1.50840
H  -3.13460  1.93660  -1.42240
H  -3.53170  3.46550  -2.22740
C  2.35250  0.00260  -4.40870
C  2.03700  0.01300  -2.93090
S  0.33780  0.02560  -2.57220
C  3.01770  0.00930  -1.99660
C  4.48600  -0.00170  -2.34060
S  2.74030  0.01230  -0.27680
H  1.41680  -0.00040  -4.95890
H  2.92120  -0.88610  -4.69150
H  2.92420  0.88460  -4.70640
H  4.67280  -0.00450  -3.41290
H  4.95330  -0.88350  -1.90020
H  4.96710  0.87400  -1.90270

orbital gap (spin up / spin down): 4.84 / 5.03 eV
HOMO level (spin up / spin down): -0.7 / -0.9 eV
maximum force: 0.9 eV Å⁻¹
charge: -2
spin multiplicity: 3
relative energy (zero: lowest compared OMol25 entry of this formula, charge and spin): 0.0 kJ/mol


- The lowest charge belongs to which entry?
  C32H46O2PdS2Se


- What is the charge in the second record?
  -2